(1)
Entry from OMol25: 3 unconnected molecules or ions with the total composition C30H44IN3O7 (ωB97M-V with the def2-TZVPD basis set).

Element x y z (Å)
1 C -4.34329 4.43702 -1.72972
2 C -3.64342 5.52462 -2.60986
3 C -2.67916 4.94316 -3.65947
4 C -1.36386 4.33448 -3.04042
5 C -1.34461 2.77213 -3.09835
6 C -1.77294 2.12385 -1.73890
7 C -0.71488 1.20114 -1.14928
8 C -0.92518 -0.12764 -0.90619
9 C -2.30723 -0.70724 -1.20204
10 C -3.16472 -0.19254 0.00873
11 C -4.41464 -1.06078 0.30624
12 O -3.14022 -1.01306 1.14165
13 C 0.13250 -0.96198 -0.36475
14 N -0.16126 -2.31079 -0.13898
15 C 0.64107 -2.96168 0.89746
16 C 0.53395 -2.33195 2.31153
17 C 1.33854 -0.39086 -0.12172
18 C 1.60252 0.98046 -0.32946
19 N 2.85349 1.43285 -0.02142
20 C 2.95234 2.72739 -0.22068
21 C 4.29235 3.37849 0.12152
22 C 4.18628 4.11718 1.49564
23 C 4.64368 3.23066 2.68828
24 I 3.13614 1.86590 3.36471
25 C 1.92246 3.56542 -0.72194
26 N 0.73849 3.10616 -1.05165
27 C 0.56625 1.77107 -0.83544
28 H -4.10312 3.42914 -2.08253
29 H -5.43366 4.55286 -1.80804
30 H -4.09024 4.57356 -0.66991
31 H -3.15700 6.26469 -1.95970
32 H -4.45373 6.06575 -3.12429
33 H -3.20828 4.20685 -4.28420
34 H -2.41403 5.77784 -4.32938
35 H -1.33602 4.69393 -2.00460
36 H -0.54463 4.76742 -3.62735
37 H -0.31357 2.47493 -3.32802
38 H -1.99304 2.48330 -3.93463
39 H -1.95570 2.93397 -1.02006
40 H -2.72753 1.62198 -1.90729
41 H -2.77947 -0.31047 -2.09917
42 H -2.37828 -1.78084 -1.09385
43 H -3.27156 0.88922 0.14262
44 H -4.36380 -2.13208 0.13390
45 H -5.13436 -0.67948 1.03184
46 H -1.14087 -2.45021 0.07091
47 H 1.70357 -3.05274 0.64223
48 H 0.26858 -3.99527 0.97128
49 H 0.71765 -3.11993 3.06177
50 H -0.45677 -1.91943 2.53855
51 H 1.33655 -1.59937 2.47169
52 H 2.14777 -1.01609 0.25508
53 H 5.09371 2.63255 0.12095
54 H 4.49119 4.16110 -0.62518
55 H 3.16745 4.49565 1.66077
56 H 4.84932 4.99747 1.51812
57 H 5.55291 2.71815 2.34974
58 H 4.94701 3.88772 3.51083
59 H 2.12528 4.62953 -0.85898
60 C 4.52249 -2.72077 3.73163
61 C 5.70781 -1.94966 4.25941
62 C 6.12918 -0.79554 3.38836
63 O 7.52833 -0.69320 3.67911
64 C 7.95130 -1.93211 4.04546
65 O 9.08946 -2.24934 4.15882
66 O 6.89353 -2.75998 4.26076
67 H 3.64413 -2.07898 3.65091
68 H 4.74306 -3.14815 2.75183
69 H 4.28655 -3.55497 4.39349
70 H 5.51972 -1.62517 5.28711
71 H 5.61197 0.12771 3.63704
72 H 6.01046 -0.99606 2.32005
73 C -4.25938 -7.45357 -1.67801
74 C -4.20593 -6.01905 -1.21276
75 C -5.51234 -5.27752 -1.34109
76 O -5.07460 -3.92410 -1.50624
77 C -3.84080 -3.97086 -2.07537
78 O -3.27316 -3.03213 -2.53370
79 O -3.34518 -5.23460 -2.05300
80 H -4.97797 -8.02791 -1.09276
81 H -4.53342 -7.50922 -2.73268
82 H -3.27885 -7.92040 -1.58238
83 H -3.81785 -5.96804 -0.19106
84 H -6.14167 -5.37518 -0.45884
85 H -6.08679 -5.56635 -2.22466

Properties
SMILES: CCCCCCc1c(C[C@H]2CO2)c(NCC)cc2nc(CCCI)cnc12.C[C@@H]1COC(=O)O1.C[C@@H]1COC(=O)O1
Charge: 0
E: -2158.1345 hartree
F_max: 3.657 eV/Å
Frontier orbital gap: 8.1 eV
E_HOMO: -7.86 eV
E_LUMO: 0.26 eV

***

(2)
Entry from OMol25: 10 unconnected molecules or ions with the total composition C30H44N14O2P (ωB97M-V with the def2-TZVPD basis set).

Element x y z (Å)
1 C 2.64779 0.62137 2.21320
2 P 2.03955 -0.81158 1.04175
3 O 0.64193 -0.13669 0.25197
4 N 1.63368 -2.13506 2.16547
5 C 0.55295 -2.97821 2.08560
6 N 0.07914 -4.10582 2.99024
7 C -1.22059 -4.74877 2.52664
8 N -1.47455 -3.94877 1.26548
9 C -2.73151 -4.23026 0.41626
10 C -3.64825 -2.85795 0.39136
11 C -5.11064 -3.00370 1.12024
12 O -5.69958 -4.21897 1.29914
13 N -5.96226 -1.81609 1.61600
14 C -5.36274 -0.49344 1.12736
15 C -5.73533 0.11807 -0.38414
16 C -4.99060 1.53474 -0.82434
17 C -3.93834 2.30359 0.21833
18 C -3.59074 1.71890 1.73152
19 C -4.33512 0.30363 2.16094
20 N -0.49612 -2.98005 0.99573
21 H 2.20334 0.36393 3.29087
22 H 3.81424 0.72007 2.24201
23 H 2.09017 1.61684 1.88737
24 H 0.89683 -0.11718 -0.73752
25 H 2.28988 -2.28212 2.98851
26 H -1.81242 -5.61454 3.04703
27 H -3.27392 -5.12917 0.98312
28 H -2.43994 -4.54570 -0.67572
29 H -3.79680 -2.53855 -0.74098
30 H -3.01693 -1.98980 0.90478
31 H -5.85636 -1.78849 2.66840
32 H -6.50299 -0.46653 -1.07805
33 H -5.21765 1.97754 -1.90631
34 H -3.40208 3.28831 -0.13525
35 H -2.85470 2.22598 2.49290
36 H -4.11546 -0.14685 3.22665
37 H -0.61709 -2.41936 0.12408
38 C -2.42864 4.32100 5.75497
39 C -1.78211 4.25239 4.38104
40 N -1.24566 4.19555 3.24120
41 H -3.33079 3.70340 5.77366
42 H -1.73120 3.95577 6.51383
43 H -2.69957 5.35434 5.98824
44 C 5.99450 -0.25637 4.66797
45 C 4.85547 -1.26268 4.64958
46 N 3.91055 -2.09762 4.63426
47 H 5.62952 0.71338 5.01729
48 H 6.78616 -0.60161 5.33863
49 H 6.40584 -0.14056 3.66149
50 C 6.04945 -4.16561 2.05548
51 C 6.47220 -2.72448 1.82134
52 N 6.82302 -1.52889 1.62714
53 H 5.00504 -4.30023 1.76095
54 H 6.67596 -4.83872 1.46380
55 H 6.15635 -4.41813 3.11397
56 C -3.51153 1.39914 -5.44523
57 C -4.06009 2.52450 -4.58322
58 N -4.51528 3.45810 -3.86810
59 H -2.44550 1.55713 -5.63037
60 H -3.64649 0.44046 -4.93689
61 H -4.03906 1.37188 -6.40260
62 C -0.00437 0.54418 -8.45989
63 C -1.14658 -0.20704 -7.79548
64 N -2.09421 -0.83019 -7.24421
65 H 0.63441 -0.15561 -9.00570
66 H -0.40210 1.28385 -9.16017
67 H 0.59488 1.05700 -7.70259
68 C -4.17898 6.42763 -5.04267
69 C -4.53434 7.02395 -6.39490
70 N -4.82917 7.51877 -7.51671
71 H -4.27051 5.33864 -5.07986
72 H -3.15087 6.68982 -4.77820
73 H -4.85411 6.81576 -4.27511
74 C 9.04187 2.31685 3.38912
75 C 8.62672 2.62230 4.81907
76 N 8.28238 2.87565 6.00544
77 H 8.26624 2.65354 2.69580
78 H 9.97740 2.83200 3.15442
79 H 9.18743 1.24026 3.26514
80 C -7.67904 1.57361 -7.26172
81 C -6.60152 0.65727 -6.70523
82 N -5.70754 -0.10297 -6.24365
83 H -8.42385 1.78502 -6.48956
84 H -7.23286 2.51516 -7.59350
85 H -8.17315 1.09479 -8.11154
86 C 10.67365 -3.94407 2.99687
87 C 9.53461 -4.95038 2.97848
88 N 8.58970 -5.78532 2.96316
89 H 10.30867 -2.97432 3.34620
90 H 11.46530 -4.28930 3.66753
91 H 11.08499 -3.82826 1.99040

Properties
Charge: +1
E: -2426.9027 hartree
F_max: 10.304 eV/Å
Frontier orbital gap: 7.1 eV
E_HOMO: -10.37 eV
E_LUMO: -3.29 eV

***

(3)
Entry from OMol25: a molecular structure, C30H44N5O8Sr (ωB97M-V with the def2-TZVPD basis set).

Element x y z (Å)
1 Sr 0.02379 -0.01465 0.05811
2 C 0.56975 0.77987 -3.38691
3 C -0.89362 1.18900 -3.36818
4 O -1.32662 1.12198 -2.02099
5 C -2.72536 1.05187 -1.82529
6 C -3.24213 -0.35343 -2.08345
7 O -2.49033 -1.24269 -1.27853
8 C -2.49990 -2.58662 -1.70416
9 C -1.36224 -3.29465 -0.99304
10 O -0.11828 -2.63036 -1.13939
11 C 0.53054 -2.76709 -2.39707
12 C 0.28840 -1.58351 -3.31020
13 O 0.79059 -0.42971 -2.66928
14 H 1.16410 1.53941 -2.88015
15 H 0.91476 0.68427 -4.42212
16 H -1.49829 0.53434 -4.00457
17 H -0.98901 2.21114 -3.74980
18 H -3.25445 1.76789 -2.46235
19 H -2.89083 1.31953 -0.78130
20 H -3.12816 -0.62081 -3.14135
21 H -4.31060 -0.40986 -1.84374
22 H -2.37607 -2.64781 -2.79215
23 H -3.44821 -3.07915 -1.45407
24 H -1.29474 -4.32775 -1.35126
25 H -1.55479 -3.30902 0.08012
26 H 0.21322 -3.68846 -2.89595
27 H 1.59989 -2.83368 -2.18972
28 H -0.77922 -1.47698 -3.52584
29 H 0.81241 -1.75010 -4.26003
30 C 2.52199 -2.48436 4.56058
31 N 2.15331 -1.36276 3.71392
32 C 3.21142 -0.40167 3.42775
33 C 0.98090 -1.26138 3.07536
34 O 0.70361 -0.32560 2.33362
35 C -0.03980 -2.38946 3.25741
36 O -1.06251 -2.28995 2.29325
37 C -2.34302 -1.91379 2.73773
38 C -2.77874 -0.56694 2.15742
39 O -2.05077 0.05282 1.39346
40 N -3.99269 -0.12041 2.52570
41 C -4.94257 -0.91416 3.28894
42 C -4.48701 1.12775 1.95868
43 H 3.13123 -2.11677 5.38488
44 H 3.10642 -3.22452 4.00705
45 H 1.64762 -2.96656 4.98860
46 H 3.62039 -0.01904 4.36261
47 H 2.80375 0.41790 2.84462
48 H 4.01180 -0.88431 2.86090
49 H -0.44310 -2.34651 4.27439
50 H 0.44620 -3.35876 3.13087
51 H -2.38719 -1.87911 3.82933
52 H -3.05602 -2.67593 2.40677
53 H -4.45362 -1.49208 4.06951
54 H -5.51002 -1.59530 2.64868
55 H -5.64648 -0.24119 3.77284
56 H -3.64572 1.71516 1.60424
57 H -5.01621 1.68711 2.72843
58 H -5.17302 0.93603 1.12950
59 C 4.40607 1.59097 -1.33445
60 C 3.28169 0.80698 -0.72429
61 N 2.11660 1.29439 -0.47749
62 N 1.85571 2.57342 -0.84796
63 C 0.66857 2.98480 -0.38788
64 O -0.09500 2.34367 0.38207
65 C 0.22301 4.32122 -0.88951
66 C -1.04190 4.77766 -0.52840
67 C -1.51538 5.99007 -1.00450
68 C -0.72478 6.76065 -1.84643
69 C 0.53949 6.31327 -2.20616
70 C 1.01266 5.09989 -1.73207
71 C 3.49137 -0.60451 -0.35126
72 C 4.76277 -1.18409 -0.41190
73 C 4.93764 -2.49972 -0.02444
74 C 3.83992 -3.22566 0.41392
75 C 2.61142 -2.58597 0.42696
76 N 2.42959 -1.32393 0.05529
77 H 4.05223 2.58928 -1.57009
78 H 4.77106 1.11271 -2.24627
79 H 5.24658 1.67230 -0.64152
80 H -1.63778 4.16499 0.13488
81 H -2.49888 6.33801 -0.71507
82 H -1.09142 7.70917 -2.21712
83 H 1.15906 6.91645 -2.85737
84 H 1.99631 4.74534 -2.00632
85 H 5.60753 -0.60426 -0.75370
86 H 5.91833 -2.95557 -0.06487
87 H 3.92655 -4.25878 0.72065
88 H 1.71623 -3.12191 0.73094

Properties
Energy above the lowest of the compared OMol25 structures with the same formula, charge and spin: 0.397 eV
Charge: +1
E: -2075.9089 hartree
F_max: 1.073 eV/Å
Frontier orbital gap: 7.6 eV
E_HOMO: -9.48 eV
E_LUMO: -1.92 eV

***

(4)
Entry from OMol25: a molecular structure, C30H45AuNO4P2 (ωB97M-V with the def2-TZVPD basis set).

Element x y z (Å)
1 Au 1.71209 -1.68896 -2.60223
2 C -0.75551 -1.12337 0.31543
3 C -0.38986 -2.04742 -0.63488
4 C 1.55782 -1.18562 0.40166
5 C 0.44293 -0.57247 0.93014
6 C 1.10717 -2.24465 -0.58572
7 C -2.14416 -0.80279 0.73181
8 H -2.88552 -1.19588 0.02293
9 H -2.27479 0.28004 0.80877
10 H -2.39623 -1.19462 1.73053
11 C 0.41599 0.40858 2.03836
12 H -0.52065 0.31931 2.61609
13 H 0.41774 1.42210 1.61299
14 H 1.27933 0.31409 2.71878
15 C 2.91918 -1.06744 0.96358
16 H 2.93986 -1.32895 2.03252
17 H 3.25455 -0.02503 0.91337
18 H 3.63835 -1.71196 0.44828
19 C 1.45141 -3.62215 -0.08706
20 H 1.37501 -3.59360 1.01815
21 H 2.46286 -3.96608 -0.33811
22 H 0.68846 -4.33048 -0.42214
23 C -1.31059 -2.88306 -1.44482
24 H -2.04713 -3.39243 -0.80656
25 H -0.77520 -3.66116 -2.00239
26 H -1.89723 -2.27833 -2.15469
27 C -1.88274 2.61449 -1.28692
28 C -2.93032 1.78321 -1.33831
29 C -3.52542 1.09133 -2.54254
30 C -3.27036 1.76151 -3.93850
31 C -2.10826 1.14060 -4.58653
32 C -0.76423 1.17828 -4.08326
33 C -0.15621 2.25005 -3.13026
34 C -1.08472 3.22446 -2.40307
35 H -4.61156 1.03948 -2.37459
36 H -3.18849 2.85538 -3.80601
37 H -3.21998 0.03065 -2.60786
38 H -1.68781 3.76854 -3.15232
39 H -1.50508 2.87339 -0.23742
40 H -3.45053 1.56167 -0.39621
41 H -0.38644 3.93726 -1.90764
42 H 0.45169 1.68692 -2.40105
43 H -0.53439 0.21548 -3.58412
44 H 0.53839 2.93374 -3.65242
45 H -4.14722 1.54170 -4.56746
46 H -2.35735 0.36902 -5.32400
47 P 0.32104 1.07264 -5.66321
48 C 0.37213 2.82863 -6.14592
49 C -0.40935 0.37488 -7.17698
50 P 2.29645 -1.29932 -4.69196
51 C 1.98590 0.38226 -5.42006
52 C 1.56356 -2.49406 -5.86449
53 C 4.05206 -1.48202 -5.23465
54 H 0.98357 3.42842 -5.46556
55 H -0.67439 3.11839 -6.10231
56 H 0.71232 2.91202 -7.17330
57 H 0.07712 0.88745 -8.01702
58 H -1.48654 0.59161 -7.21772
59 H -0.27292 -0.70618 -7.30316
60 H 4.08451 -1.30586 -6.32943
61 H 4.41774 -2.49260 -5.00970
62 H 4.69729 -0.75466 -4.72090
63 H 2.56989 1.10923 -4.81010
64 H 2.36971 0.29922 -6.45162
65 H 2.03912 -3.47510 -5.69502
66 H 1.74734 -2.13009 -6.88683
67 H 0.49141 -2.58317 -5.66676
68 O -3.17388 2.42508 1.79279
69 C -2.15781 3.12553 2.00320
70 O -1.12456 3.32272 1.25797
71 C -2.09265 3.85746 3.33072
72 C -0.85902 4.38576 3.77756
73 C -0.74779 5.04403 5.00151
74 C -1.89396 5.20119 5.80992
75 C -3.15836 4.75898 5.35149
76 C -3.24078 4.08525 4.13590
77 N -1.70074 5.53567 7.17604
78 O -0.53371 5.76961 7.56963
79 O -2.68071 5.55398 7.94922
80 H 0.04185 4.27317 3.16807
81 H 0.22058 5.40217 5.34610
82 H -4.03831 4.92703 5.97231
83 H -4.20500 3.70566 3.80217

Properties
Charge: +1
Spin multiplicity: 3
E: -2343.7600 hartree
F_max: 3.369 eV/Å
<S²>: 2.020
Frontier orbital gap (spin up / spin down): 6.6 / 4.5 eV
E_HOMO (spin up / spin down): -9.73 / -9.73 eV
E_LUMO (spin up / spin down): -3.10 / -5.19 eV